ORCA calculation (wB97M-V/def2-TZVPD) on a molecular structure, C19H28IrN9O5S.

Total charge ... 0
2S+1 ... 5
Total energy ... -57478.12669 eV
Frontier orbital gap (spin up / spin down) ... 7.05 / 6.59 eV
Relative energy (zero: lowest compared OMol25 entry of this formula, charge and spin) ... 0.00 kJ/mol
Strongest force on any atom ... 0.50 eV/A

Each line ends with the Löwdin spin population.
Positions of all 63 atoms, in Å:
1 Ir -0.7239 -0.6008 0.2038  2.794
2 N -0.5965 1.5768 -1.0456  0.112
3 C 0.6940 2.0476 -0.5419  0.008
4 C 0.7350 1.8819 0.9769  0.034
5 O 1.2415 2.7365 1.6760  0.070
6 N 0.1166 0.7453 1.4442  0.217
7 C -0.5721 0.8546 2.7189  0.019
8 C -2.0843 0.7915 2.4592  0.021
9 O -2.8561 1.2511 3.2709  0.030
10 O -2.4155 0.1811 1.3518  0.217
11 H -0.6328 1.5404 -2.0570  0.003
12 H -1.3615 2.1542 -0.7131  0.002
13 H 0.9000 3.0986 -0.7530  0.003
14 H 1.4837 1.4435 -0.9953  0.000
15 H -0.3164 1.7724 3.2468  0.001
16 H -0.3307 0.0044 3.3615  0.003
17 N -7.2245 1.5468 -3.1625  0.001
18 C -6.2594 0.6382 -2.7690  0.001
19 C -5.9310 -0.4386 -3.5883  0.000
20 C -4.9997 -1.3733 -3.1746  0.001
21 C -4.3935 -1.2401 -1.9359  0.000
22 C -4.7113 -0.1760 -1.1033  0.001
23 C -5.6360 0.7577 -1.5239  0.000
24 S -3.2027 -2.4039 -1.4027  0.009
25 O -3.4495 -2.6911 -0.0101  0.000
26 O -3.1441 -3.4881 -2.3378  0.006
27 N -1.7962 -1.5700 -1.3867  0.072
28 C -0.9652 -1.4720 -2.4571  0.013
29 N 0.2749 -1.0927 -2.0648  0.096
30 C 1.1956 -0.9322 -3.0036  0.009
31 C 0.9162 -1.1522 -4.3398  0.009
32 C -0.3911 -1.5181 -4.6351  0.000
33 N -1.3372 -1.6674 -3.7210  0.008
34 H -7.4313 1.6023 -4.1445  0.000
35 H -7.2510 2.4296 -2.6832  0.000
36 H -6.4192 -0.5397 -4.5496  0.000
37 H -4.7284 -2.2101 -3.8024  0.000
38 H -4.2382 -0.0890 -0.1326  0.000
39 H -5.8980 1.5865 -0.8767  0.000
40 H 2.1820 -0.6275 -2.6697  0.000
41 H 1.6645 -1.0383 -5.1079  0.001
42 H -0.6967 -1.6858 -5.6621  0.000
43 C 1.2113 -2.0171 4.2738  0.003
44 N 0.8576 -2.4693 2.9415  0.019
45 C 1.9182 -2.3942 1.9530  0.004
46 C -0.4236 -2.6747 2.5470  0.040
47 N -0.7467 -2.5166 1.2846  0.137
48 N -1.3371 -3.0142 3.5078  0.024
49 C -2.7530 -2.8888 3.1848  0.002
50 C -1.0326 -4.0668 4.4644  0.002
51 H 1.7881 -1.0922 4.1978  0.001
52 H 1.8206 -2.7571 4.7997  0.001
53 H 0.3139 -1.8170 4.8543  0.000
54 H 2.8379 -2.7737 2.3997  0.000
55 H 2.0861 -1.3646 1.6235  0.002
56 H 1.6589 -3.0012 1.0895  0.001
57 H -1.6517 -2.9205 1.0470  0.002
58 H -2.9301 -1.9971 2.5879  0.000
59 H -3.3049 -2.8018 4.1201  0.000
60 H -3.1286 -3.7570 2.6339  0.001
61 H 0.0381 -4.1783 4.5920  0.000
62 H -1.4391 -5.0236 4.1202  0.001
63 H -1.4792 -3.8315 5.4313  0.000

Atoms 1-6, force components in eV/Å:
Ir -0.202 -0.125 0.444
N -0.026 0.078 -0.136
C 0.031 0.012 -0.002
C 0.072 0.014 0.100
O -0.016 -0.010 0.020
N 0.042 0.193 -0.008